# 1
16
Properties=species:S:1:pos:R:3:nbo_charge:R:1 method="wB97M-V/def2-TZVPD" e_above_lowest_kcal_mol=17.77 e_tot_ev=-158941.01687 homo_energy_ha=-0.31994 charge=0 smiles=Brc1nc2cccnn2c1Br.I
C 1.441 0.580 1.071 -0.07
H 1.196 1.218 -1.563 0.09
C -1.696 -1.519 -0.275 -0.27
C 0.964 1.859 0.940 0.01
Br 1.922 3.417 1.094 0.14
I 0.612 0.924 -3.003 -0.09
Br 3.081 0.053 1.657 0.16
H -2.504 -2.074 -0.964 0.25
H -0.524 -3.301 0.023 0.22
C -0.550 0.585 0.236 0.27
N -0.302 1.878 0.453 -0.45
C -1.649 -0.120 -0.255 -0.14
C -0.571 -2.170 0.117 0.02
N 0.480 -0.268 0.610 -0.16
N 0.524 -1.611 0.531 -0.21
H -2.425 0.550 -0.672 0.24

# 2
16
Properties=species:S:1:pos:R:3:nbo_charge:R:1 method="wB97M-V/def2-TZVPD" e_tot_ev=-153440.66595 homo_energy_ha=-0.35610 charge=0
O 1.891 0.827 -2.033 -0.35
Br 2.797 1.468 0.634 0.14
C -0.588 -1.006 0.077 -0.33
C -0.041 0.229 0.312 0.21
O 2.139 -1.343 -1.838 -0.35
C -0.715 1.364 0.623 -0.33
C -2.149 1.190 0.600 0.07
C -1.976 -1.093 0.209 0.06
N 2.087 -0.204 -1.424 0.42
H -0.322 2.329 0.627 0.25
H 0.107 -1.804 0.055 0.24
H -2.281 -2.106 0.239 0.21
N -2.701 0.030 0.403 -0.42
H -2.918 1.941 0.634 0.22
C 2.020 -0.119 -0.006 -0.19
Br 2.649 -1.703 0.890 0.15

# 3
16
Properties=species:S:1:pos:R:3:nbo_charge:R:1 method="wB97M-V/def2-TZVPD" e_above_lowest_kcal_mol=77.08 e_tot_ev=-290547.20015 homo_energy_ha=-0.31503 charge=0
O -0.942 -2.269 -0.540 -0.70
Br 1.917 -1.548 1.156 0.14
H -1.787 -0.841 1.492 0.23
Br 2.560 2.196 -0.907 0.20
C 0.121 1.785 0.697 -0.25
O 1.602 -1.052 -1.655 -0.68
H -1.853 -2.245 -0.771 0.49
Br -1.073 0.224 -2.049 -0.19
C -0.488 -0.976 -0.280 0.26
H 1.008 -1.173 -2.372 0.51
C -1.106 -0.322 0.887 -0.29
C 1.013 -0.934 -0.421 0.27
C -0.880 0.943 1.253 -0.14
H -1.440 1.221 2.034 0.22
C 1.161 1.422 -0.027 -0.10
Br 0.188 3.569 1.503 -0.01

# 4
16
Properties=species:S:1:pos:R:3:nbo_charge:R:1 method="wB97M-V/def2-TZVPD" e_tot_ev=-91497.31780 homo_energy_ha="-0.30590 / -0.30103" charge=0 smiles="N/C(=C/C=C=C(Br)I)C(=O)N=O"
C -1.089 0.557 -0.063 0.12
H -1.804 -1.351 -0.714 0.20
C -0.165 1.747 0.035 0.52
H -2.487 -0.555 0.904 0.40
O -0.213 1.287 2.257 -0.23
O -0.019 2.568 -0.799 -0.44
C 0.144 -1.167 -1.422 -0.23
I 3.713 0.733 -0.519 0.26
N -2.061 0.407 0.835 -0.75
H -2.202 0.990 1.683 0.42
C -0.991 -0.641 -0.724 -0.24
Br 3.093 -2.566 0.864 -0.03
H -0.079 -1.788 -2.329 0.24
N 0.275 1.891 1.273 0.04
C 1.313 -1.078 -0.771 -0.04
C 2.572 -1.035 -0.511 -0.26

# 5
19
Properties=species:S:1:pos:R:3:mulliken_spin:R:1 method="wB97M-V/def2-TZVPD" e_tot_ev=-76449.94009 multiplicity=3 homo_energy_ha="-0.80922 / -0.80973" charge=+4
O 6.063 1.655 3.141 0.09
C -3.454 -1.069 -2.121 0.00
Ce -0.329 -0.227 0.563 1.02
O -3.055 -0.102 2.543 0.00
Cl 3.347 -0.637 1.034 -0.07
C -3.967 0.204 -2.091 0.00
C 6.619 -0.326 0.315 -0.05
H -4.772 0.651 -2.668 0.00
H -3.744 -1.862 -2.771 0.00
O 7.485 -1.112 0.429 0.10
N -3.299 0.901 -1.148 0.00
C -2.069 -0.592 2.184 0.00
N -2.312 0.113 -0.571 0.00
H -2.035 -2.014 -0.638 0.00
C 5.648 1.293 2.108 -0.04
C -2.495 -1.148 -1.098 0.00
Cl 0.989 1.869 1.023 -0.01
H -3.633 1.728 -0.665 0.00
Ti 5.013 0.678 0.434 0.98

# 6
19
Properties=species:S:1:pos:R:3:nbo_charge:R:1 method="wB97M-V/def2-TZVPD" e_above_lowest_kcal_mol=45.82 e_tot_ev=-44540.43181 homo_energy_ha=-0.33558 charge=0
O -0.251 0.173 -4.307 -0.41
C 1.327 0.504 -2.418 -0.58
C -0.626 -1.725 2.933 -0.32
O 0.296 -1.442 -0.407 -0.34
H 0.089 -2.476 3.445 0.26
Cl -1.775 1.514 -1.834 0.04
H 1.620 0.905 -0.407 0.27
O 0.440 1.833 1.282 -0.40
Cl -2.089 -0.738 0.788 0.06
N -0.504 1.992 0.542 0.51
C -0.742 -1.488 1.650 0.02
O 1.527 -1.543 1.333 -0.38
H 2.397 0.357 -2.473 0.29
C -0.311 1.538 -0.853 -0.04
C 0.432 0.363 -3.377 0.79
N 0.413 -1.588 0.774 0.48
C 0.849 0.955 -1.122 -0.11
O -1.576 2.422 0.913 -0.36
H -1.516 -1.557 3.536 0.23

# 7
19
Properties=species:S:1:pos:R:3:nbo_charge:R:1 method="wB97M-V/def2-TZVPD" e_tot_ev=-70194.38181 multiplicity=5 homo_energy_ha="-0.55565 / -0.55462" charge=+1
O -3.642 -0.544 0.365 -0.44
Cl 2.447 -2.560 -0.347 2.52
C -1.477 0.404 0.262 0.08
C -2.512 -0.649 0.013 0.72
H -2.828 2.011 0.539 0.27
H -0.935 3.708 0.555 0.25
O 1.295 -2.569 0.549 -0.86
C 0.762 0.947 0.035 0.06
O 3.050 -3.809 -0.524 -0.68
C 0.544 2.259 0.400 -0.19
N -0.226 0.065 -0.016 -0.55
O 3.358 -1.528 0.006 -0.72
C -0.773 2.656 0.538 -0.10
O -1.992 -1.689 -0.587 -0.64
H 1.751 0.607 -0.260 0.24
O 1.739 -2.221 -1.644 -0.88
C -1.778 1.721 0.502 -0.17
H 1.342 2.976 0.379 0.26
Co -0.126 -1.783 -0.764 1.81

# 8
15
Properties=species:S:1:pos:R:3:mulliken_spin:R:1 method="wB97M-V/def2-TZVPD" e_tot_ev=-35783.29059 multiplicity=3 homo_energy_ha="-0.02429 / -0.15642" charge=-1
C 0.194 -3.570 0.398 0.13
O 2.245 -2.349 -0.296 0.06
O 0.069 -2.994 -0.870 0.11
C -0.900 1.146 0.149 -0.10
Cl -1.216 -3.040 1.428 0.05
H 2.444 -3.199 -0.715 0.00
H -1.715 1.917 -0.049 0.00
C 0.488 -0.722 0.126 0.38
O 0.668 -4.682 0.773 0.21
H -1.471 -0.915 -0.691 0.03
C 0.274 1.728 0.494 0.48
C -0.779 -0.237 -0.141 0.40
H 0.276 2.768 0.760 0.02
C 0.911 -2.180 0.004 0.08
S 1.536 0.546 0.593 0.15

# 9
15
Properties=species:S:1:pos:R:3:nbo_charge:R:1 method="wB97M-V/def2-TZVPD" e_above_lowest_kcal_mol=98.79 e_tot_ev=-17303.95044 homo_energy_ha="-0.14870 / -0.14883" charge=-1
C -0.257 1.517 -0.196 0.60
C -2.712 -0.560 0.326 0.90
H 1.545 2.290 -0.801 0.21
O -2.975 0.056 1.306 -0.70
F -1.180 2.409 -0.430 -0.31
C 1.031 1.492 -0.370 -0.43
H -0.464 -2.191 -0.208 0.19
C -0.205 -1.184 -0.092 0.07
C 1.792 0.261 0.035 0.14
N -1.219 -0.429 -0.160 -0.43
H 2.626 0.099 -0.562 0.17
H 1.797 -1.884 0.027 0.20
C 1.152 -1.005 -0.024 -0.47
F 2.316 0.570 1.409 -0.45
O -3.246 -1.440 -0.261 -0.70

# 10
14
Properties=species:S:1:pos:R:3:nbo_charge:R:1 method="wB97M-V/def2-TZVPD" e_above_lowest_kcal_mol=120.15 e_tot_ev=-15811.33331 homo_energy_ha="-0.33916 / -0.31783" charge=0
C 0.873 -0.691 -0.279 -0.54
C 0.693 -2.307 -0.250 0.81
H 1.411 -0.469 0.644 0.24
F -1.853 -1.964 1.952 -0.30
O 1.493 -3.021 -0.748 -0.52
O -0.330 -2.888 0.406 -0.52
C -0.778 1.593 1.883 -0.15
H -0.985 -0.062 -1.023 0.24
C -1.466 -2.202 0.716 0.92
H -1.201 2.157 2.694 0.24
F -2.551 -2.693 -0.016 -0.34
C -0.369 0.087 -0.125 -0.22
H 1.594 -0.515 -1.016 0.25
C -0.548 0.843 0.985 -0.11

Repeat the first record exactly.
16
Properties=species:S:1:pos:R:3:nbo_charge:R:1 method="wB97M-V/def2-TZVPD" e_above_lowest_kcal_mol=17.77 e_tot_ev=-158941.01687 homo_energy_ha=-0.31994 charge=0 smiles=Brc1nc2cccnn2c1Br.I
C 1.441 0.580 1.071 -0.07
H 1.196 1.218 -1.563 0.09
C -1.696 -1.519 -0.275 -0.27
C 0.964 1.859 0.940 0.01
Br 1.922 3.417 1.094 0.14
I 0.612 0.924 -3.003 -0.09
Br 3.081 0.053 1.657 0.16
H -2.504 -2.074 -0.964 0.25
H -0.524 -3.301 0.023 0.22
C -0.550 0.585 0.236 0.27
N -0.302 1.878 0.453 -0.45
C -1.649 -0.120 -0.255 -0.14
C -0.571 -2.170 0.117 0.02
N 0.480 -0.268 0.610 -0.16
N 0.524 -1.611 0.531 -0.21
H -2.425 0.550 -0.672 0.24